1.
# C29H24N2O4S

The molecule C29H24N2O4S in a non-equilibrium geometry (ωB97M-V with the def2-TZVPD basis set, OMol25).

Geometry as XYZ:
```
60
Properties=species:S:1:pos:R:3:forces:R:3
C 0.74259 5.00316 -0.23098 0.205 0.287 0.070
C 2.12987 4.41825 -0.34773 -0.235 0.100 0.007
O 3.11826 5.07688 -0.10906 0.003 0.033 0.030
C 2.22367 2.99470 -0.75071 0.358 -0.321 -0.144
C 1.11040 2.22004 -1.07613 0.275 0.128 0.001
C 1.26203 0.88765 -1.38571 0.094 -0.103 -0.077
C 2.52448 0.29289 -1.37271 0.080 0.424 -0.013
N 2.57792 -1.08300 -1.59051 -0.545 0.027 -0.223
C 3.59222 -1.95988 -1.34920 -0.254 -0.419 0.007
O 4.76216 -1.68888 -1.25544 0.255 0.003 0.050
C 3.04274 -3.39251 -1.17042 0.555 -0.054 0.083
O 1.73376 -3.29536 -0.62132 -0.328 -0.343 -0.003
C 1.67544 -3.00885 0.71260 0.161 -0.097 0.011
O 2.51434 -3.34981 1.49584 -0.147 0.022 -0.121
C 0.52179 -2.10033 0.96807 -0.382 0.322 0.055
C -0.76784 -2.43021 0.63916 0.476 0.054 0.039
C -1.76598 -1.40904 0.69794 0.639 0.242 0.212
N -1.48296 -0.19033 1.09873 -0.462 -0.653 0.185
C -0.24211 0.13584 1.48999 0.738 -0.319 0.110
C -0.00192 1.44463 1.95737 0.112 0.093 0.132
C 1.26026 1.83061 2.31124 -0.286 0.038 0.026
C 2.32852 0.92688 2.22622 0.094 -0.270 -0.073
C 2.12473 -0.35735 1.79891 0.205 0.155 0.144
C 0.83741 -0.78836 1.42781 -0.466 0.087 -0.001
C -3.12687 -1.69804 0.29082 -0.893 0.190 -0.244
C -4.03966 -0.77501 -0.09589 0.432 -0.885 0.252
C -3.97434 0.62705 -0.34132 0.112 0.859 -0.041
C -5.01696 1.32525 -0.91855 0.270 -0.360 0.198
C -4.72892 2.67286 -1.17048 0.104 0.327 -0.055
C -3.46501 3.00235 -0.78682 0.127 -0.389 0.010
S -2.61697 1.68013 -0.08570 -0.698 0.898 -0.499
C -3.55933 -3.14780 0.24949 -0.051 -0.220 0.050
C -2.54017 -4.09726 0.86431 -0.059 -0.060 -0.200
C -1.16969 -3.81877 0.25508 -0.104 -0.108 0.046
C 3.64740 1.06427 -1.08873 0.131 -0.111 -0.062
C 3.48616 2.39822 -0.77997 -0.244 0.146 -0.012
H 0.25852 5.00190 -1.20526 -0.121 -0.040 -0.081
H 0.81506 6.02612 0.12970 0.013 -0.009 0.002
H 0.14271 4.41317 0.45803 -0.132 -0.085 0.042
H 0.11729 2.63874 -1.07623 -0.120 0.062 0.019
H 0.39074 0.28979 -1.61645 -0.128 -0.086 -0.007
H 1.66444 -1.50882 -1.70683 0.267 0.067 0.139
H 2.95288 -3.90249 -2.13106 -0.003 0.055 0.092
H 3.71263 -3.95044 -0.51060 -0.071 0.149 -0.160
H -0.84261 2.11564 2.02437 -0.069 0.103 0.043
H 1.44645 2.83453 2.66266 -0.016 0.117 0.036
H 3.31950 1.24877 2.50642 0.112 0.010 0.008
H 2.95203 -1.04936 1.76405 0.078 -0.027 -0.003
H -5.01700 -1.17492 -0.35351 -0.022 -0.068 0.001
H -5.95963 0.86470 -1.15819 -0.136 -0.163 -0.026
H -5.42610 3.36264 -1.61243 -0.104 0.132 -0.055
H -2.98627 3.95935 -0.86200 0.076 0.245 -0.006
H -3.72012 -3.43196 -0.79638 -0.017 -0.072 0.048
H -4.51947 -3.24895 0.76097 0.000 -0.008 -0.065
H -2.49069 -3.94616 1.94499 0.008 -0.053 0.040
H -2.83742 -5.13050 0.67957 -0.005 0.007 0.059
H -1.22988 -3.90395 -0.83444 0.018 -0.079 -0.018
H -0.42686 -4.53673 0.60668 -0.013 -0.009 -0.070
H 4.62358 0.60808 -1.09056 0.046 -0.013 -0.010
H 4.34278 3.00998 -0.53970 0.065 0.040 0.022
```
Positions in Å, forces in eV/Å.

- M: 496.59 Da
- SMILES string: CC(=O)c1ccc(NC(=O)COC(=O)c2c3c(nc4ccccc24)/C(=C\c2cccs2)CCC3)cc1
- Frontier orbital gap: 7.22 eV
- HOMO: -7.87 eV
- DFT total energy: -1928.19690 Ha

2.
# C29H25AsFN10Pt

A structure of composition C29H25AsFN10Pt in a non-equilibrium geometry (ωB97M-V with the def2-TZVPD basis set, OMol25).

Geometry as XYZ:
```
67
Properties=species:S:1:pos:R:3:forces:R:3
Pt -1.78303 -0.73875 -0.05202 3.490 2.298 1.671
N -3.24463 -1.86325 3.12798 -0.242 0.191 0.302
C -2.07813 -1.15825 3.23518 0.642 0.514 -0.034
N -1.41003 -0.92705 4.36718 -0.807 -0.524 -0.056
N -0.35033 -0.22575 3.99598 0.533 0.440 -0.003
N -0.36503 -0.02825 2.72298 0.331 0.227 -0.006
N -1.45433 -0.59165 2.19628 -1.079 -0.743 -0.330
C -3.55073 -2.53525 1.97218 0.029 -0.645 -1.031
N -4.53293 -3.41645 1.84398 0.230 0.572 0.884
N -4.43833 -3.84445 0.58708 -0.366 -0.625 -0.638
N -3.45903 -3.27825 -0.01842 -0.408 -0.672 -0.636
N -2.85143 -2.45035 0.82028 -0.118 0.406 -0.064
H -3.66353 -2.19975 3.97878 0.081 -0.044 -0.066
C 3.10627 3.44435 2.80748 -0.007 0.046 0.010
C 2.40647 3.75395 1.65108 0.088 0.204 0.036
C 1.77517 2.74895 0.93898 -0.225 -0.264 -0.283
C 1.84217 1.42435 1.36378 -0.444 0.381 -0.013
C 2.51207 1.13235 2.54488 -0.110 -0.362 -0.116
C 3.15097 2.13245 3.25508 0.119 0.093 0.022
As 0.81517 0.08465 0.38128 -0.534 -0.703 -0.752
C 1.65997 -1.55035 0.98248 0.158 -0.220 0.253
C 0.89807 -2.64605 1.35778 -0.374 0.208 -0.010
C 1.50857 -3.79675 1.82538 0.104 -0.136 0.025
C 2.88917 -3.86845 1.89288 0.026 -0.121 -0.017
C 3.66137 -2.80235 1.45888 0.130 -0.008 0.019
C 3.04807 -1.64745 1.00808 0.050 0.248 -0.089
C 1.80437 0.05655 -1.31262 0.024 0.126 -0.185
C 1.44267 -0.97425 -2.17482 -0.222 -0.144 0.168
C 2.03747 -1.11045 -3.41332 0.034 -0.116 -0.018
C 3.02767 -0.22035 -3.79992 0.099 0.063 -0.050
C 3.41527 0.79345 -2.94012 0.141 0.040 -0.224
C 2.80137 0.93655 -1.70612 -0.090 0.150 0.344
H 3.59677 4.22845 3.37058 0.013 0.002 -0.004
H 2.35127 4.78285 1.31398 -0.025 -0.043 -0.024
H 1.19917 2.97885 0.04368 0.130 0.112 0.088
H 2.50527 0.11575 2.91548 0.028 0.035 0.074
H 3.68187 1.89085 4.16688 -0.042 -0.026 0.026
H -0.18393 -2.58365 1.27608 0.096 -0.095 0.102
H 0.91167 -4.64045 2.14028 -0.101 -0.028 -0.003
H 3.36747 -4.76245 2.26898 0.026 -0.067 0.005
H 4.74197 -2.87665 1.47338 0.005 0.046 0.013
H 3.64987 -0.80775 0.66738 -0.021 -0.111 0.059
H 0.65827 -1.65795 -1.85552 0.103 -0.003 -0.154
H 1.73467 -1.90635 -4.08022 -0.052 -0.038 0.001
H 3.49897 -0.32065 -4.76832 0.026 0.002 -0.047
H 4.20417 1.47535 -3.23202 0.002 0.044 -0.007
H 3.10867 1.73505 -1.03912 0.039 -0.026 -0.073
C -3.02303 3.94585 0.13828 -0.016 -0.004 -0.007
C -4.27413 3.06145 0.13978 -0.088 0.666 -0.018
C -3.93023 1.66095 0.14418 -0.073 -1.002 0.036
N -3.69453 0.53445 0.14768 -0.480 0.788 -0.044
H -3.29733 4.99395 0.03938 -0.059 0.043 0.049
H -2.37533 3.68765 -0.69612 0.056 -0.047 -0.039
H -2.46553 3.81315 1.06328 0.060 -0.006 -0.001
H -4.88933 3.25415 -0.74592 0.058 -0.020 0.135
H -4.88593 3.26415 1.02528 0.027 -0.022 -0.143
F -1.37243 0.41345 -6.14732 0.045 -0.018 0.181
C -1.44943 0.15895 -4.80662 0.051 0.029 -0.008
C -0.93793 1.07865 -3.91362 -0.126 -0.032 -0.294
C -1.05253 0.81515 -2.55802 -0.065 0.197 0.590
C -1.64623 -0.35165 -2.07442 -0.854 -1.257 0.769
C -2.13753 -1.25495 -3.01962 -0.011 0.057 0.040
C -2.04583 -1.01025 -4.38122 0.040 0.107 -0.198
H -0.46063 1.97825 -4.27502 0.024 0.059 -0.036
H -0.65313 1.54215 -1.84882 -0.057 -0.109 -0.192
H -2.61463 -2.16625 -2.68262 -0.018 -0.045 0.085
H -2.44113 -1.70395 -5.10862 -0.022 -0.069 -0.073
```
Positions in Å, forces in eV/Å.

- Net charge: -1
- M: 802.59 Da
- Frontier orbital gap: 7.12 eV
- HOMO: -4.89 eV
- DFT total energy: -4122.59016 Ha

3.
# C29H25BrFeN5O4Se

A structure of composition C29H25BrFeN5O4Se (ωB97M-V with the def2-TZVPD basis set, OMol25).

Geometry as XYZ:
```
66
Properties=species:S:1:pos:R:3:forces:R:3
Fe 0.39625 -1.23101 1.25251 -0.240 0.281 -0.061
O -4.52926 -4.12574 3.56755 -0.019 -0.034 0.000
C -3.41938 -3.46913 3.22711 0.092 0.027 -0.031
C -3.13482 -2.16650 3.64533 0.034 -0.036 0.002
C -1.96397 -1.58407 3.22397 0.016 0.041 0.047
N -1.07323 -2.20688 2.43710 -0.040 -0.162 -0.175
C -1.35797 -3.45825 2.06256 -0.026 -0.023 0.059
Br -0.06160 -4.27319 0.97048 0.002 -0.088 0.008
C -2.50429 -4.13457 2.41123 0.038 0.060 0.052
H -5.08576 -3.59742 4.15249 -0.012 0.002 0.003
H -3.81230 -1.62113 4.28832 -0.009 0.004 0.000
H -1.70968 -0.57263 3.50726 -0.008 0.043 -0.024
H -2.69065 -5.14568 2.08304 -0.002 -0.007 -0.003
O 2.29258 -2.22395 -2.03009 -0.067 0.040 -0.074
C 1.76786 -1.26812 -1.49936 0.133 0.017 0.049
O 0.89864 -1.36292 -0.52908 -0.045 -0.078 0.100
C 2.08253 0.14345 -1.92667 0.040 -0.091 -0.039
C 2.66802 0.35721 -3.16958 -0.007 -0.024 0.036
C 2.95730 1.64636 -3.58962 0.025 -0.012 -0.010
C 2.69230 2.72546 -2.75786 0.020 0.030 0.007
C 2.12708 2.51533 -1.50703 0.021 0.072 -0.005
C 1.81294 1.22891 -1.09971 -0.081 -0.032 -0.051
H 2.88905 -0.49935 -3.79210 0.001 -0.014 -0.007
H 3.40130 1.81065 -4.56223 0.008 0.000 -0.015
H 2.93604 3.72855 -3.08208 -0.007 0.017 0.001
H 1.93521 3.35435 -0.84927 -0.010 0.001 0.000
H 1.34252 1.06467 -0.13998 -0.010 0.000 0.042
Se 2.10252 1.36027 2.72243 0.075 -0.178 -0.026
N 2.10871 -0.34178 2.13452 0.001 0.137 -0.230
C 3.31253 -0.58380 1.62869 0.006 -0.050 0.197
C 3.72627 -1.80963 1.02773 0.019 -0.021 -0.069
C 4.98440 -1.88983 0.53303 -0.105 -0.007 0.023
C 5.90748 -0.79340 0.61003 0.014 0.096 0.028
C 5.56460 0.38045 1.18633 0.068 -0.046 -0.057
C 4.24336 0.51927 1.71625 -0.009 -0.067 0.003
N 3.78646 1.61332 2.28510 -0.067 0.151 0.066
H 3.03052 -2.63353 0.94422 0.005 -0.014 -0.014
H 5.30959 -2.80168 0.05148 -0.018 -0.023 -0.004
H 6.89473 -0.92378 0.18919 0.020 0.015 0.006
H 6.24208 1.21920 1.25279 0.024 0.004 0.004
C -3.64256 2.43931 -1.60070 -0.066 -0.003 -0.040
N -2.51613 2.41856 -0.68516 0.072 0.034 0.104
N -2.03753 1.21963 -0.19039 0.077 0.052 0.055
C -1.31005 1.46511 0.94436 0.114 -0.057 -0.227
O -0.60660 0.58689 1.51333 -0.033 0.014 0.381
C -1.46440 2.84519 1.22837 -0.033 0.014 -0.070
C -2.21497 3.38394 0.21407 0.035 -0.120 0.007
C -2.70898 4.77242 0.03002 0.011 0.036 -0.018
C -1.95124 0.04903 -0.99990 -0.107 -0.103 -0.022
C -2.50304 -1.12801 -0.50924 0.011 0.063 0.000
C -2.38999 -2.29050 -1.25728 0.033 0.014 0.016
C -1.75390 -2.26223 -2.49022 -0.035 -0.039 0.010
C -1.23559 -1.07389 -2.98137 0.022 0.050 -0.037
C -1.32282 0.09083 -2.23514 -0.008 -0.034 0.069
H -3.69424 1.48140 -2.11011 0.001 0.024 -0.021
H -3.48450 3.21740 -2.34428 -0.027 0.008 0.016
H -4.57864 2.61701 -1.06852 -0.006 -0.025 -0.019
H -1.02869 3.36922 2.05958 0.019 0.012 0.015
H -2.34192 5.40493 0.83328 0.005 0.007 0.005
H -3.79930 4.80466 0.03836 -0.018 0.002 0.001
H -2.36743 5.18366 -0.92039 -0.009 0.006 -0.005
H -3.02752 -1.11681 0.44065 0.046 -0.002 -0.038
H -2.80845 -3.21522 -0.88194 -0.012 -0.008 -0.007
H -1.66412 -3.16917 -3.07220 0.009 -0.006 -0.001
H -0.73572 -1.05540 -3.94020 0.011 -0.007 -0.011
H -0.88166 1.01257 -2.59107 0.008 0.040 0.000
```
Positions in Å, forces in eV/Å.

- Net charge: +1
- M: 722.26 Da
- Frontier orbital gap (spin up / spin down): 7.95 / 7.79 eV
- HOMO (spin up / spin down): -11.27 / -11.17 eV
- DFT total energy: -7933.86877 Ha
- <S²>: 6.010
- Spin multiplicity: 5